(1)
C18H72O18 | the ωB97M-V functional and the def2-TZVPD basis

Each line ends with the Mulliken charge.
Element x y z (Å)
C  -3.2188  -1.6842  2.5105  -0.864
O  -2.3418  -1.9882  3.5385  -0.625
H  -3.6098  -2.5582  2.0725  0.580
H  -2.6708  -1.0252  1.8145  0.052
H  -4.0788  -1.1522  2.8895  0.589
H  -1.4548  -2.1082  3.2335  0.229
C  4.1322  3.2368  -0.7125  -0.795
O  2.8152  2.8158  -0.5375  -0.372
H  4.1772  4.0668  -1.4365  0.262
H  4.8042  2.4118  -1.0195  0.247
H  4.4582  3.7358  0.2275  0.351
H  2.4222  2.5178  -1.3765  0.306
C  1.3372  -3.0232  -4.4825  -1.115
O  0.5882  -2.5062  -3.3635  -0.239
H  1.2612  -2.5342  -5.4375  0.367
H  1.0302  -4.0652  -4.6175  0.359
H  2.3852  -3.1312  -4.2305  0.340
H  -0.3018  -2.5692  -3.6775  0.220
C  -2.9428  1.9958  -2.1405  -0.326
O  -4.1968  1.3328  -1.8955  -0.661
H  -3.1228  3.0808  -2.0225  0.545
H  -2.4538  1.7468  -3.0765  -0.011
H  -2.2628  1.6518  -1.3025  -0.039
H  -4.3788  1.4448  -0.9845  0.347
C  -1.8438  -0.4162  -4.1315  -0.548
O  -1.5818  -1.6552  -4.7005  -0.630
H  -0.8748  -0.0502  -3.7725  0.259
H  -2.5088  -0.4722  -3.2375  -0.031
H  -2.1608  0.3438  -4.8365  0.522
H  -1.0668  -1.5602  -5.4955  0.327
C  -2.2298  2.2118  3.5815  -1.289
O  -1.8648  1.0758  2.8285  -0.521
H  -2.0048  1.9618  4.5805  0.585
H  -3.2378  2.4188  3.6095  0.498
H  -1.7058  3.1248  3.3125  0.118
H  -1.2018  0.6268  3.3675  0.384
C  1.5932  -4.4862  -1.0435  -0.675
O  1.0432  -3.2052  -0.8895  0.117
H  2.6532  -4.4762  -0.6755  0.080
H  1.5202  -4.8282  -2.0625  0.306
H  0.9982  -5.1632  -0.3505  0.164
H  0.9832  -2.8092  -1.7565  0.035
C  -4.9028  0.7008  1.1125  -0.761
O  -3.6648  1.3228  0.8265  -0.072
H  -5.2388  1.0678  2.0845  0.375
H  -4.9758  -0.4012  1.0545  0.228
H  -5.5988  1.0838  0.3715  0.353
H  -3.0698  1.1678  1.5665  0.108
C  -1.6188  3.6638  0.2165  -0.606
O  -1.2968  4.3958  1.3585  -0.650
H  -2.6688  3.6618  0.0245  0.457
H  -1.2828  2.6198  0.2245  0.042
H  -1.0878  4.1478  -0.5935  0.309
H  -0.3788  4.1858  1.5185  0.429
C  3.2462  -2.0952  1.5475  -0.008
O  3.9002  -3.3572  1.5195  -0.624
H  3.7472  -1.4652  0.8475  0.058
H  3.1312  -1.5932  2.4985  0.238
H  2.2392  -2.2342  1.2275  0.081
H  4.3822  -3.3822  0.6595  0.348
C  0.8582  -0.6412  3.6995  -0.649
O  -0.1098  -0.1532  4.6115  -0.598
H  1.7172  -0.0312  3.5205  0.318
H  0.4052  -0.8722  2.7375  0.121
H  1.2512  -1.5902  4.0995  0.436
H  0.2872  0.4408  5.2275  0.313
C  4.6722  1.5188  2.1605  -0.980
O  3.5752  1.0078  1.5345  0.199
H  5.0862  0.9628  3.0025  0.288
H  4.4122  2.4628  2.5715  0.389
H  5.4192  1.7438  1.3725  0.272
H  3.3142  1.6318  0.8145  -0.081
C  3.0292  -0.3722  -1.4505  0.687
O  3.6092  0.6618  -2.2105  -0.683
H  2.6732  0.0558  -0.4865  -0.879
H  3.7152  -1.1612  -1.2295  0.566
H  2.2132  -0.8172  -2.0335  -0.186
H  2.9282  1.0218  -2.7975  0.375
C  -1.2308  -4.1162  1.2095  -1.103
O  -0.4558  -2.9552  1.3905  -0.017
H  -1.7828  -4.3302  2.0765  0.395
H  -0.5448  -4.9492  1.1095  0.274
H  -1.8258  -4.0242  0.3525  0.356
H  -0.0348  -2.7162  0.5235  -0.023
C  0.1582  2.8898  -3.2745  -0.672
O  1.0442  2.1128  -2.5485  -0.418
H  0.7832  3.4768  -3.9475  0.354
H  -0.3948  3.5298  -2.6125  0.097
H  -0.5568  2.3318  -3.8585  0.192
H  0.6322  1.2688  -2.3765  -0.277
C  0.1702  0.1638  0.0575  0.143
O  -0.1378  -0.1072  -1.2735  3.073
H  0.7482  -0.6472  0.3625  -0.222
H  -0.7218  0.2388  0.6865  0.462
H  0.7072  1.1388  0.1495  -0.422
H  -0.6088  -0.9562  -1.2615  -1.613
C  1.1162  2.6048  2.7245  -0.543
O  1.1862  3.5008  1.6535  -0.689
H  0.7472  1.6548  2.3545  0.136
H  0.4652  2.9528  3.5075  0.573
H  2.0962  2.4438  3.1345  0.129
H  1.7692  3.2068  0.9785  0.329
C  -2.8708  -1.8302  -0.9135  -0.832
O  -1.6498  -2.2852  -1.4405  -0.610
H  -3.5648  -2.0612  -1.7395  0.568
H  -2.9818  -0.7562  -0.5415  0.112
H  -3.1418  -2.4262  -0.0195  0.204
H  -1.9278  -3.0502  -1.9785  0.378

Frontier orbital gap (Ha): 0.341
HOMO (eV): -9.192

(2)
C18H8BrCl5N2S2V | the ωB97M-V functional and the def2-TZVPD basis

Each line ends with the Löwdin spin population.
Element x y z (Å)
V  1.2327  -0.8065  -0.2413  1.886
S  3.5668  -0.0992  -0.4630  0.016
C  2.5222  1.1645  -0.8773  0.024
N  1.2177  0.8865  -0.9758  0.000
C  0.4368  2.0118  -1.2028  0.003
C  -0.9495  2.0423  -1.3297  0.001
C  -1.5613  3.2629  -1.5496  0.000
C  -0.8100  4.4337  -1.6529  0.000
C  0.5695  4.4117  -1.5318  0.000
C  1.1843  3.1906  -1.3005  0.001
S  2.8896  2.8446  -1.0728  0.008
H  -1.5112  1.1175  -1.2624  0.000
H  -2.6372  3.3069  -1.6506  0.000
H  -1.3076  5.3762  -1.8355  0.000
H  1.1568  5.3167  -1.6095  0.000
Cl  -2.0215  -1.7497  1.2571  0.003
C  -1.3743  -2.5519  -0.1274  0.007
C  -0.1882  -2.0903  -0.6955  -0.022
C  0.2434  -2.7407  -1.8391  0.013
Cl  1.7044  -2.0351  -2.4551  0.005
C  -0.3950  -3.8155  -2.4264  -0.003
Cl  0.2394  -4.5588  -3.8291  -0.002
C  -1.5770  -4.2587  -1.8283  0.012
Cl  -2.4342  -5.5637  -2.5171  0.005
C  -2.0699  -3.6269  -0.6794  -0.004
Cl  -3.5213  -4.1747  0.0432  -0.003
Br  1.9178  -2.6728  1.6043  -0.001
C  1.1032  -1.1616  2.4258  0.022
C  0.8270  -1.1080  3.7694  -0.001
C  0.1930  0.0338  4.2405  0.016
C  -0.1087  1.0559  3.3506  -0.002
C  0.2202  0.9107  2.0187  0.014
N  0.8167  -0.1966  1.5505  0.002
H  1.0949  -1.9277  4.4201  -0.001
H  -0.0647  0.1263  5.2866  0.001
H  -0.5993  1.9584  3.6844  0.000
H  -0.0057  1.6874  1.3016  0.000

Frontier orbital gap (alpha / beta) (Ha): 0.259 / 0.278
2S+1: 3
HOMO (alpha / beta) (eV): -11.336 / -11.546
Charge: +1
<S²>: 2.02

(3)
C18H9F2N2O4Ru | the ωB97M-V functional and the def2-TZVPD basis

Each line ends with the Löwdin spin population.
Element x y z (Å)
Ru  -0.3641  0.3037  0.0001  0.985
O  -0.1624  4.4417  0.0141  -0.002
C  -0.5301  3.2919  0.0097  0.004
O  0.2292  2.2392  0.0080  0.013
C  -1.9691  2.8946  0.0044  0.003
C  -3.0543  3.7486  0.0044  0.000
C  -4.3259  3.1972  -0.0002  -0.001
C  -4.4628  1.8153  -0.0046  0.000
C  -3.3215  1.0430  -0.0044  0.003
N  -2.1009  1.5745  0.0000  -0.001
C  -3.2661  -0.4478  -0.0091  0.003
O  -4.2400  -1.1595  -0.0137  -0.003
O  -2.0276  -0.8489  -0.0074  0.008
H  -2.8708  4.8137  0.0082  0.000
H  -5.1997  3.8346  -0.0003  0.000
H  -5.4217  1.3166  -0.0082  0.000
F  4.6730  2.4630  -0.0074  0.000
C  3.9581  1.3245  -0.0052  -0.001
C  2.5844  1.4167  -0.0040  0.000
C  1.7836  0.2743  -0.0017  -0.008
C  2.4596  -0.9641  -0.0010  0.000
C  3.8556  -0.9944  -0.0022  -0.001
F  4.5200  -2.1722  -0.0013  0.000
C  4.6421  0.1304  -0.0043  0.000
C  1.6213  -2.1496  0.0013  0.002
C  2.0899  -3.4650  0.0024  0.000
C  1.2019  -4.5169  0.0045  0.000
C  -0.1497  -4.2317  0.0049  0.000
C  -0.5492  -2.9136  0.0035  0.001
N  0.2982  -1.8687  0.0018  -0.003
H  2.1711  2.4100  -0.0048  0.000
H  5.7196  0.0706  -0.0052  0.000
H  3.1473  -3.6518  0.0018  0.000
H  1.5635  -5.5367  0.0055  0.000
H  -0.9057  -5.0031  0.0063  0.000
H  -1.5967  -2.6802  0.0039  0.000

Frontier orbital gap (alpha / beta) (Ha): 0.296 / 0.277
2S+1: 2
HOMO (alpha / beta) (eV): -8.741 / -8.667
<S²>: 0.76

(4)
C19H10Cl4NO6S | the ωB97M-V functional and the def2-TZVPD basis

Each line ends with the Mulliken charge.
Element x y z (Å)
Cl  5.2483  2.1636  4.4034  -0.166
C  3.9689  1.8261  3.3169  0.223
C  2.7988  2.5584  3.3810  0.157
Cl  2.6265  3.8836  4.4295  -0.159
C  1.5968  2.1872  2.6280  0.127
O  0.5599  2.8372  2.6739  -0.524
C  1.7041  0.8137  1.9157  0.680
O  0.7284  0.0511  1.9276  -0.370
C  3.0613  0.4277  1.5301  -0.018
Cl  3.2124  -0.7159  0.2749  -0.118
C  4.1322  0.7828  2.3313  0.219
Cl  5.5711  -0.1354  2.2966  -0.172
C  -4.4494  2.7528  -2.6799  -0.353
C  -3.1406  3.2487  -2.6242  -0.625
C  -2.1931  2.6264  -1.8028  -0.271
C  -2.5505  1.4896  -1.0736  -0.082
S  -1.4152  0.8762  0.2030  1.569
C  -0.1916  -0.0438  -0.5581  -0.925
C  -0.1221  -1.4569  -0.6222  0.212
C  0.1056  -2.1058  -1.8862  -0.564
C  0.5659  -3.4004  -1.9483  -0.379
C  0.9778  -4.0429  -0.7506  0.028
N  1.8310  -5.1742  -0.7961  0.905
O  2.3400  -5.5720  0.2779  -0.633
O  2.0551  -5.7329  -1.8926  -0.645
C  0.5996  -3.5016  0.4985  -0.510
C  -0.1000  -2.3180  0.5311  -0.241
O  -0.8798  2.1368  0.6545  -0.661
O  -2.2573  0.0586  1.0431  -0.775
C  -3.8513  0.9838  -1.1301  -0.262
C  -4.8019  1.6199  -1.9397  -0.548
H  -5.2019  3.2703  -3.2718  0.348
H  -2.8573  4.1368  -3.1842  0.347
H  -1.1885  3.0357  -1.7116  0.353
H  0.5301  0.5573  -1.1276  0.430
H  -0.0912  -1.5322  -2.7978  0.387
H  0.6790  -3.9415  -2.8963  0.400
H  0.8814  -4.0399  1.4020  0.427
H  -0.5356  -1.9646  1.4667  0.452
H  -4.1243  0.1191  -0.5296  0.394
H  -5.8223  1.2348  -1.9623  0.344

Frontier orbital gap (Ha): 0.154
HOMO (eV): -3.924
Charge: -1

(5)
C19H10F5N6OPtS | the ωB97M-V functional and the def2-TZVPD basis

Each line ends with the Mulliken charge.
Element x y z (Å)
Pt  0.5296  -0.2627  -0.1365  0.727
S  -4.5928  -1.8706  5.6323  0.194
N  -4.6266  -2.2154  4.0582  -0.658
C  -3.5382  -1.6800  3.5260  0.817
C  -3.1623  -1.7458  2.1261  0.277
C  -3.9422  -2.3737  1.1564  -0.456
C  -3.5077  -2.3736  -0.1496  -0.877
C  -2.2992  -1.7559  -0.4512  -0.179
N  -1.5452  -1.1630  0.4686  -0.448
C  -1.9660  -1.1364  1.7379  0.180
C  -1.1369  -0.4246  2.7069  -0.217
N  -0.0416  0.1602  2.2298  -0.425
C  0.7239  0.8556  3.0597  -0.120
C  0.4379  0.9907  4.4154  -0.922
C  -0.6907  0.3835  4.9191  -0.521
C  -1.5066  -0.3412  4.0519  0.379
C  -2.7314  -0.9989  4.4646  0.822
N  -3.2208  -1.0271  5.6951  -0.659
H  -4.8723  -2.8436  1.4464  0.544
H  -4.0808  -2.8401  -0.9366  0.439
H  -1.9154  -1.7407  -1.4637  0.493
H  1.5972  1.3261  2.6274  0.423
H  1.0960  1.5691  5.0470  0.437
H  -0.9622  0.4627  5.9631  0.540
N  4.0871  -0.5109  -2.4271  -0.410
C  3.0667  0.1175  -1.8318  0.948
N  2.9843  1.4493  -1.9085  -0.285
O  2.2343  -0.5831  -1.1965  -0.570
H  4.8032  -0.0221  -2.9332  0.176
H  4.1345  -1.5122  -2.3553  0.239
H  3.6036  1.9776  -2.4976  0.209
H  2.1726  1.9088  -1.5260  0.125
F  -0.2917  0.0792  -3.0687  -0.399
C  -0.4238  1.2485  -2.4200  1.074
C  -0.0929  1.3394  -1.0664  -1.533
C  -0.2589  2.5904  -0.4824  0.845
F  0.0393  2.7877  0.8116  -0.296
C  -0.7209  3.6885  -1.1977  0.059
F  -0.8535  4.8650  -0.5914  -0.284
C  -1.0381  3.5616  -2.5374  0.720
F  -1.4776  4.6060  -3.2254  -0.273
C  -0.8868  2.3293  -3.1524  0.144
F  -1.1861  2.1888  -4.4403  -0.282

Frontier orbital gap (Ha): 0.277
HOMO (eV): -11.433
Charge: +1

(6)
C19H10N5O4PtS4Sb | the ωB97M-V functional and the def2-TZVPD basis

Each line ends with the Löwdin spin population.
Element x y z (Å)
Pt  -0.1273  -0.1551  0.0680  0.641
S  -1.8220  4.2583  -0.6557  0.733
Sb  -2.3947  2.2918  0.4642  0.145
S  -0.4255  1.5595  1.5898  0.067
S  -1.9146  0.5819  -1.1506  0.154
S  7.0885  -1.1843  2.3149  0.034
N  6.5013  -0.2711  1.1063  0.019
C  5.1956  -0.4200  1.1174  -0.004
C  4.2504  0.2208  0.2029  0.062
C  4.6024  1.0544  -0.8245  0.027
C  3.6096  1.6134  -1.6487  0.121
C  2.2860  1.2851  -1.3936  0.018
N  1.9193  0.4746  -0.4143  0.293
C  2.8725  -0.0765  0.4164  0.124
C  2.4295  -0.9268  1.4114  0.127
N  1.0659  -1.1496  1.4812  0.173
C  0.5841  -1.9800  2.4045  0.014
C  1.3836  -2.6503  3.3090  0.114
C  2.7798  -2.4447  3.2493  0.042
C  3.3018  -1.5930  2.3197  0.049
C  4.7308  -1.3087  2.1569  -0.006
N  5.7004  -1.7988  2.8947  0.013
H  5.6521  1.2715  -0.9877  -0.001
H  3.8517  2.2776  -2.4658  0.010
H  1.4809  1.6867  -1.9994  0.002
H  -0.4909  -2.1009  2.4100  0.002
H  0.9342  -3.3137  4.0332  0.008
H  3.4515  -2.9528  3.9322  0.000
O  1.9176  -2.6196  -0.9090  0.003
C  0.8585  -2.5392  -1.5072  0.001
O  -0.1082  -1.7090  -1.3220  0.015
C  0.5763  -3.5178  -2.6413  0.000
C  1.4991  -4.5190  -2.9127  0.000
C  1.2846  -5.4240  -3.9445  0.000
C  0.1408  -5.3306  -4.7211  0.000
C  -0.7608  -4.3273  -4.4299  0.000
C  -0.5762  -3.4188  -3.4092  0.000
N  -1.9949  -4.2276  -5.2691  0.000
O  -2.1073  -5.0131  -6.1917  0.000
O  -2.7478  -3.3047  -5.0539  0.000
H  2.3869  -4.5631  -2.2954  0.000
H  2.0096  -6.2020  -4.1500  0.000
H  -0.0581  -6.0122  -5.5345  0.000
H  -1.3042  -2.6475  -3.2037  0.000

Frontier orbital gap (alpha / beta) (Ha): 0.173 / 0.209
2S+1: 4
HOMO (alpha / beta) (eV): -2.911 / -5.578
Charge: -1
<S²>: 3.79